# C18H27F3N3O3

A gas-phase ion, C18H27F3N3O3 (charge +1) (ωB97M-V/def2-TZVPD, the Open Molecules 2025 dataset).

Each line ends with the Löwdin charge.
Cartesian coordinates (Å):
1 C -7.63 0.24 0.84  -0.071
2 C -6.49 -0.07 -0.13  -0.243
3 N -5.43 0.92 0.00  -0.185
4 C -4.62 1.15 -1.17  -0.147
5 C -3.54 0.08 -1.38  -0.081
6 N -2.68 0.03 -0.18  -0.133
7 C -1.45 -0.77 -0.32  -0.009
8 C -0.29 0.26 -0.23  -0.398
9 O -0.62 1.43 -0.05  0.081
10 N 0.93 -0.23 -0.35  0.172
11 C 2.16 0.46 -0.32  -0.114
12 C 2.26 1.83 -0.15  0.066
13 C 3.51 2.42 -0.15  -0.106
14 C 3.57 3.92 0.04  -0.592
15 F 3.08 4.29 1.23  0.145
16 F 4.81 4.40 -0.03  0.153
17 F 2.84 4.56 -0.89  0.145
18 C 4.66 1.66 -0.30  0.019
19 C 4.56 0.29 -0.47  0.032
20 C 3.32 -0.33 -0.48  -0.184
21 O 3.09 -1.66 -0.64  -0.055
22 C 4.16 -2.55 -0.94  -0.124
23 C 5.03 -2.92 0.26  -0.193
24 O 6.20 -2.14 0.25  -0.222
25 C 7.11 -2.48 1.27  -0.089
26 C -3.50 -0.27 1.02  -0.080
27 C -4.59 0.81 1.16  -0.142
28 H -8.47 -0.41 0.62  0.079
29 H -7.34 0.07 1.87  0.066
30 H -7.94 1.27 0.72  0.084
31 H -6.13 -1.10 0.04  0.113
32 H -6.87 -0.01 -1.15  0.121
33 H -5.26 1.19 -2.06  0.134
34 H -4.14 2.13 -1.07  0.136
35 H -2.92 0.33 -2.25  0.144
36 H -3.99 -0.90 -1.53  0.142
37 H -2.25 1.01 -0.05  0.154
38 H -1.37 -1.50 0.49  0.146
39 H -1.43 -1.29 -1.28  0.146
40 H 1.06 -1.23 -0.49  0.158
41 H 1.37 2.43 -0.03  0.121
42 H 5.63 2.13 -0.30  0.128
43 H 5.46 -0.30 -0.56  0.108
44 H 3.65 -3.44 -1.32  0.133
45 H 4.80 -2.13 -1.73  0.141
46 H 5.29 -3.99 0.21  0.131
47 H 4.47 -2.75 1.19  0.139
48 H 7.42 -3.53 1.19  0.093
49 H 7.97 -1.83 1.14  0.095
50 H 6.67 -2.32 2.26  0.094
51 H -2.86 -0.27 1.90  0.144
52 H -3.94 -1.26 0.90  0.137
53 H -5.21 0.57 2.03  0.127
54 H -4.11 1.78 1.34  0.138

Its net charge is +1. As for the HOMO-LUMO gap: 8.94 eV. The calculation puts the energy above the lowest of the compared OMol25 structures with the same formula, charge and spin at 0.0 kcal/mol. Its electronic energy is -1391.46529 a.u. Its SMILES is CCN1CC[NH+](CC(=O)Nc2cc(C(F)(F)F)ccc2OCCOC)CC1.